(1)
C3H5P | ωB97M-V/def2-TZVPD

## Properties
LUMO level, eV: 0.1
Gap between HOMO and LUMO, eV: 9.3
Calculated total energy, Ha: -458.548430
Relative energy (zero: lowest compared OMol25 entry of this formula, charge and spin), kcal per mole: 20.7
SMILES string: P=C1CC1

Structure (ORCA input):
```
! RIJCOSX wB97M-V def2-TZVPD def2/J DEFGRID3
* xyz 0 1
P -0.2420 -1.1629 1.9577
C 0.0129 -0.1494 0.6410
C -0.2990 1.0241 -0.0434
C 0.3471 -0.1208 -0.8196
H 0.2079 -2.3737 1.1815
H -1.3808 1.2054 -0.3241
H 0.4130 1.9639 0.0663
H 1.3262 0.1904 -1.1754
H -0.3851 -0.5769 -1.4840
*
```

(2)
C3H5P | ωB97M-V/def2-TZVPD

## Properties
LUMO level, eV: 0.5
Gap between HOMO and LUMO, eV: 9.8
Calculated total energy, Ha: -458.564894
Relative energy (zero: lowest compared OMol25 entry of this formula, charge and spin), kcal per mole: 10.4
SMILES string: P=C1CC1

Structure (ORCA input):
```
! RIJCOSX wB97M-V def2-TZVPD def2/J DEFGRID3
* xyz 0 1
P -1.1107 1.8387 0.7524
C -0.3337 0.4599 0.3011
C 0.0652 -0.9172 0.6007
C 0.5373 -0.3884 -0.7376
H -0.8549 2.5751 -0.4175
H 0.8066 -1.0824 1.3746
H -0.7125 -1.6721 0.6006
H 0.0348 -0.7131 -1.6311
H 1.5680 -0.1006 -0.8433
*
```

(3)
C3H5P | ωB97M-V/def2-TZVPD

## Properties
LUMO level (alpha / beta), eV: -1.0 / -0.5
Gap between HOMO and LUMO (alpha / beta), eV: 6.4 / 8.3
Calculated total energy, Ha: -458.427092
Relative energy (zero: lowest compared OMol25 entry of this formula, charge and spin), kcal per mole: 96.9

Structure (ORCA input):
```
! RIJCOSX wB97M-V def2-TZVPD def2/J DEFGRID3
* xyz 0 1
C -1.0617 -1.1374 -0.3317
C -0.1901 -0.3533 0.3347
C -0.6541 1.0523 0.1222
P -2.3397 0.1144 -0.1208
H -1.4925 -2.1381 -0.5863
H 0.8681 -0.6796 0.8703
H 2.0529 -0.9504 1.3886
H -0.5907 1.8678 0.8376
H -0.2788 1.3874 -0.8870
*
```

(4)
C3H5P | ωB97M-V/def2-TZVPD

## Properties
LUMO level (alpha / beta), eV: 1.2 / -2.6
Gap between HOMO and LUMO (alpha / beta), eV: 7.7 / 7.2
Calculated total energy, Ha: -458.477354
Relative energy (zero: lowest compared OMol25 entry of this formula, charge and spin), kcal per mole: 19.6
<S²>: 2.034

Structure (ORCA input):
```
! RIJCOSX wB97M-V def2-TZVPD def2/J DEFGRID3
* xyz 0 3
C 1.2189 -0.6067 1.1131
C 0.6417 0.2268 0.2086
C -0.8258 0.1316 -0.3895
P -1.3471 1.2941 -1.4837
H 2.2688 -0.5081 1.3921
H 0.7444 -1.4452 1.4426
H 1.1769 1.1197 -0.0723
H -1.3044 -0.8562 -0.0965
H -2.5735 0.6440 -2.1144
*
```

(5)
C3H5PS | ωB97M-V/def2-TZVPD

## Properties
LUMO level (alpha / beta), eV: -0.8 / -0.7
Gap between HOMO and LUMO (alpha / beta), eV: 6.9 / 7.3
Calculated total energy, Ha: -856.674304
Relative energy (zero: lowest compared OMol25 entry of this formula, charge and spin), kcal per mole: 89.2

Structure (ORCA input):
```
! RIJCOSX wB97M-V def2-TZVPD def2/J DEFGRID3
* xyz 0 1
C -0.7893 0.2931 -2.5387
C 1.3519 -0.6651 1.0147
C 0.5383 -0.0540 2.0806
P -1.8168 -0.1447 -1.3155
S 0.6395 -0.9837 -0.3745
H -1.1367 0.9948 -3.2286
H 0.2766 0.1443 -2.6427
H 0.1293 -0.7742 2.8453
H 1.0672 0.7291 2.5147
H -0.2599 0.4604 1.6446
*
```

(6)
C3H5PS | ωB97M-V/def2-TZVPD

## Properties
LUMO level, eV: 0.3
Gap between HOMO and LUMO, eV: 7.8
Calculated total energy, Ha: -856.618683
Relative energy (zero: lowest compared OMol25 entry of this formula, charge and spin), kcal per mole: 124.1

Structure (ORCA input):
```
! RIJCOSX wB97M-V def2-TZVPD def2/J DEFGRID3
* xyz 0 1
C 3.2912 0.3025 0.7419
C -0.2879 0.5654 -0.8391
C -1.1185 -0.6575 -0.6208
P 2.3091 0.4742 -0.4590
S -1.8048 0.8610 0.1533
H 4.1711 0.3455 1.3195
H -0.3957 0.9229 -1.8760
H -0.6780 -1.4892 0.0694
H -1.9291 -0.9379 -1.3802
H -1.2461 1.2103 1.3903
*
```

(7)
C3H6 | ωB97M-V/def2-TZVPD

## Properties
LUMO level, eV: -1.7
Gap between HOMO and LUMO, eV: 5.4
Calculated total energy, Ha: -117.640937
Relative energy (zero: lowest compared OMol25 entry of this formula, charge and spin), kcal per mole: 145.0

Structure (ORCA input):
```
! RIJCOSX wB97M-V def2-TZVPD def2/J DEFGRID3
* xyz 0 1
C -0.1424 -0.4388 1.2466
C -0.4742 -0.1934 -0.0671
C 0.1714 0.4495 -1.0557
H 0.8152 -0.9357 1.3821
H 2.1695 1.3434 -1.0421
H -0.8723 -0.5529 2.0290
H -1.5355 -0.3419 -0.2162
H -0.1815 0.6102 -2.0673
H 1.2760 0.9180 -0.9006
*
```

(8)
C3H6 | ωB97M-V/def2-TZVPD

## Properties
LUMO level, eV: 1.3
Gap between HOMO and LUMO, eV: 10.8
Calculated total energy, Ha: -117.843176
Relative energy (zero: lowest compared OMol25 entry of this formula, charge and spin), kcal per mole: 18.0
SMILES string: C=CC

Structure (ORCA input):
```
! RIJCOSX wB97M-V def2-TZVPD def2/J DEFGRID3
* xyz 0 1
C 0.6599 0.4183 1.1675
C 0.2427 -0.5205 0.3242
C -0.4523 -0.0396 -0.9201
H 0.6104 1.4512 0.9268
H 0.8719 0.1909 2.2885
H 0.3244 -1.5656 0.3373
H -1.5609 0.2086 -0.8591
H -0.0333 0.7711 -1.6026
H -0.6628 -0.9144 -1.6626
*
```

(9)
C3H6 | ωB97M-V/def2-TZVPD

## Properties
LUMO level, eV: 1.3
Gap between HOMO and LUMO, eV: 11.4
Calculated total energy, Ha: -117.827219
Relative energy (zero: lowest compared OMol25 entry of this formula, charge and spin), kcal per mole: 28.1
SMILES string: C1CC1

Structure (ORCA input):
```
! RIJCOSX wB97M-V def2-TZVPD def2/J DEFGRID3
* xyz 0 1
C -0.8709 -0.2239 -0.0284
C 0.2127 0.8341 -0.0401
C 0.6716 -0.5893 -0.0004
H -1.6800 -0.5147 -0.8066
H -1.2882 -0.2030 1.0958
H 0.2645 1.2838 1.0378
H 0.5789 1.4024 -0.9550
H 0.9113 -1.0571 -0.8684
H 1.1329 -1.0365 0.9097
*
```

(10)
C3H6 | ωB97M-V/def2-TZVPD

## Properties
LUMO level, eV: 1.3
Gap between HOMO and LUMO, eV: 11.2
Calculated total energy, Ha: -117.788574
Relative energy (zero: lowest compared OMol25 entry of this formula, charge and spin), kcal per mole: 52.3
SMILES string: C1CC1

Structure (ORCA input):
```
! RIJCOSX wB97M-V def2-TZVPD def2/J DEFGRID3
* xyz 0 1
C 0.7314 -0.5754 -0.0529
C 0.0674 0.8441 -0.0608
C -0.8657 -0.2790 -0.0597
H 1.2891 -0.6880 1.0673
H 1.2789 -0.8554 -0.9241
H -0.0262 1.1596 1.1329
H 0.4940 1.6821 -0.8661
H -1.4051 -0.6203 -0.9308
H -1.5637 -0.6675 0.6943
*
```

(11)
C3H6 | ωB97M-V/def2-TZVPD

## Properties
LUMO level, eV: 1.4
Gap between HOMO and LUMO, eV: 12.2
Calculated total energy, Ha: -117.854469
Relative energy (zero: lowest compared OMol25 entry of this formula, charge and spin), kcal per mole: 11.0
SMILES string: C1CC1

Structure (ORCA input):
```
! RIJCOSX wB97M-V def2-TZVPD def2/J DEFGRID3
* xyz 0 1
C 0.1066 -0.5869 0.5511
C 0.6598 0.5097 -0.2470
C -0.7821 0.0689 -0.4351
H 0.0370 -0.3639 1.6882
H 0.4409 -1.6023 0.4576
H 1.4440 0.4128 -0.9640
H 0.7861 1.4481 0.3169
H -1.6727 0.6470 -0.0619
H -1.0196 -0.5333 -1.3059
*
```

(12)
C3H62BrClINO29Si | ωB97M-V/def2-TZVPD

## Properties
LUMO level, eV: -0.8
Gap between HOMO and LUMO, eV: 9.1
Calculated total energy, Ha: -6009.639129

Structure (ORCA input):
```
! RIJCOSX wB97M-V def2-TZVPD def2/J DEFGRID3
* xyz 0 1
C 1.7130 -0.5754 -1.3458
C 0.5914 -1.2237 -2.3504
O 0.9751 -1.4123 -3.6390
N -0.8032 -1.6770 -1.9794
C -0.6993 -2.7696 -0.9384
Si -1.8722 -0.3221 -1.4709
Cl -1.8979 1.3055 -2.9212
Br -1.3891 0.4701 0.6684
I -4.1726 -1.3376 -1.2535
H 1.3385 0.3484 -0.7256
H 2.0984 -1.3788 -0.5602
H 2.6727 -0.2953 -1.9978
H 0.3128 -3.3510 -1.0921
H -1.6559 -3.4689 -1.0819
H -0.7448 -2.3952 0.1709
O -0.2792 0.7313 4.1712
H 0.6129 0.5891 3.8209
H -0.8516 0.6518 3.3933
O 2.9148 -3.2270 0.6290
H 2.7900 -4.1551 0.3798
H 3.6774 -3.2457 1.2266
O 3.9278 -1.7642 2.7206
H 3.5030 -0.9216 2.5004
H 4.6513 -1.5135 3.3144
O -0.3852 -5.4717 0.5540
H -0.5100 -6.3997 0.3048
H 0.3774 -5.4903 1.1516
O 6.7446 -1.7287 3.0436
H 6.7124 -2.6964 3.0792
H 7.6251 -1.5367 2.6875
O -0.2138 -2.8300 2.1091
H -0.0652 -3.1143 3.0234
H 0.6611 -2.8974 1.6979
O -3.7049 -5.9136 0.5668
H -3.9387 -5.0207 0.8617
H -2.7743 -6.0075 0.8201
O -2.6241 -1.5500 3.0051
H -2.0157 -1.2078 3.6771
H -2.1780 -1.3589 2.1664
O -0.0852 4.0433 4.7488
H -0.2100 3.1153 4.4996
H 0.6774 4.0247 5.3464
O -7.5401 0.5985 -2.0739
H -6.7057 0.1719 -1.8276
H -7.8720 0.9628 -1.2395
O 3.5317 0.5237 0.6232
H 4.1926 -0.1849 0.6253
H 4.0597 1.3362 0.6323
O -6.5199 -5.1921 -1.0359
H -6.6929 -4.3019 -0.6944
H -5.6031 -5.3683 -0.7763
O 1.1304 -6.7516 -1.7582
H 1.4357 -6.0602 -2.3645
H 0.2179 -6.9212 -2.0369
O 2.1723 -0.0647 5.9382
H 1.2924 -0.3822 5.6855
H 2.0193 0.4140 6.7668
O -4.8640 -4.8293 -3.6190
H -5.3034 -5.5536 -3.1486
H -5.0486 -4.0500 -3.0735
O -0.2277 3.3403 1.6727
H -1.1076 3.0228 1.4199
H -0.3807 3.8190 2.5012
O -4.5683 3.6308 -2.8677
H -3.9074 2.9222 -2.8656
H -4.0403 4.4433 -2.8586
O -2.7786 4.4621 -0.0742
H -1.8864 4.3199 -0.4246
H -3.3509 4.3825 -0.8521
O -3.9696 2.7664 1.9969
H -3.6643 3.4578 1.3905
H -4.8821 2.5968 1.7182
O -0.8548 4.7239 -3.3913
H -0.8869 3.7561 -3.3557
H 0.0257 4.9159 -3.7474
O 6.0452 -4.0601 1.5407
H 6.0131 -5.0278 1.5763
H 6.9257 -3.8681 1.1846
O 0.8254 -1.6776 7.6335
H 1.7094 -2.0679 7.7044
H 0.2492 -2.3221 8.0714
O 0.5776 6.6340 -5.2982
H -0.3178 6.4615 -5.6260
H 0.7243 7.5704 -5.4998
O 0.5776 9.8911 -6.1447
H -0.3178 9.7186 -6.4724
H 0.7243 10.8275 -6.3463
O 8.0214 -2.0286 0.6963
H 8.9136 -2.1708 0.3460
H 7.4491 -2.1082 -0.0815
O 2.0765 12.3797 -7.4042
H 2.6849 12.7219 -6.7322
H 2.5226 12.5708 -8.2429
O -6.1606 -1.4494 1.8615
H -6.5048 -0.6481 2.2839
H -5.2507 -1.5139 2.1884
O 4.4214 0.8201 -2.6596
H 5.3136 0.6779 -3.0099
H 3.8491 0.7405 -3.4374
*
```

(13)
C3H6AuMgO4S | ωB97M-V/def2-TZVPD

## Properties
LUMO level (alpha / beta), eV: -4.1 / -7.9
Gap between HOMO and LUMO (alpha / beta), eV: 8.6 / 5.8
Calculated total energy, Ha: -1152.397069
<S²>: 2.015

Structure (ORCA input):
```
! RIJCOSX wB97M-V def2-TZVPD def2/J DEFGRID3
* xyz 1 3
Mg 0.5091 -1.1983 -0.7441
S -2.0646 -0.7462 0.5977
O -1.4838 -0.2967 2.0846
O -1.1315 -1.9411 0.0349
O 0.3980 0.2282 -2.0145
C 0.8692 1.5022 -1.7829
C 1.7676 1.7362 -0.5716
O 1.2660 1.1665 0.6412
C 1.6682 -0.2767 0.8355
Au -0.4533 1.1542 1.2333
H -0.0076 2.1801 -1.6649
H 1.4639 1.8617 -2.6505
H 1.8537 2.8166 -0.3829
H 2.7756 1.3288 -0.7416
H 1.3593 -0.4705 1.8802
H 2.7697 -0.2589 0.8627
*
```

(14)
C3H6BFO7S | ωB97M-V/def2-TZVPD

## Properties
LUMO level, eV: 0.3
Gap between HOMO and LUMO, eV: 12.1
Calculated total energy, Ha: -1167.623013
SMILES string: CCOB(O)OC(=O)OS(=O)(=O)F

Structure (ORCA input):
```
! RIJCOSX wB97M-V def2-TZVPD def2/J DEFGRID3
* xyz 0 1
C -0.9757 -1.9291 -1.2498
C -0.0416 -2.3704 -0.1399
O -0.0929 -1.4874 0.9797
B 0.7270 -0.4264 0.9574
O 1.8161 -0.2457 0.1595
O 0.4610 0.5937 1.9265
C -0.5297 1.4113 1.5935
O -1.6895 1.1336 1.5516
O -0.1170 2.7513 1.3622
S 0.3021 3.0717 -0.1337
O 0.3203 4.4675 -0.2634
O -0.4635 2.2811 -1.0129
F 1.7505 2.5884 -0.1393
H -1.9885 -1.9934 -0.8780
H -0.7496 -0.9391 -1.6276
H -0.9053 -2.6830 -2.0259
H -0.4204 -3.3233 0.2099
H 0.9650 -2.5685 -0.4930
H 1.6317 -0.3322 -0.7767
*
```

(15)
C3H6BNO2 | ωB97M-V/def2-TZVPD

## Properties
LUMO level, eV: 0.2
Gap between HOMO and LUMO, eV: 8.9
Calculated total energy, Ha: -348.006682
Relative energy (zero: lowest compared OMol25 entry of this formula, charge and spin), kcal per mole: 50.0
SMILES string: [H]/N=B/O.CC=C=O

Structure (ORCA input):
```
! RIJCOSX wB97M-V def2-TZVPD def2/J DEFGRID3
* xyz 0 1
H 1.7156 0.8613 0.6483
N 1.2301 1.3231 -0.0801
B 1.1208 1.7109 -1.2688
O 0.7664 2.1337 -2.4596
H 0.9386 3.0406 -2.6937
C -1.4764 -0.5288 0.5910
C -0.5890 -1.7399 0.6898
C 0.6435 -1.7146 1.0743
O 1.7561 -1.7130 1.4266
H -2.3353 -0.6322 1.2540
H -0.9218 0.3670 0.8525
H -1.8405 -0.4175 -0.4296
H -1.0081 -2.6905 0.3955
*
```

(16)
C3H6Br2N | ωB97M-V/def2-TZVPD

## Properties
LUMO level, eV: -3.9
Gap between HOMO and LUMO, eV: 10.8
Calculated total energy, Ha: -5320.405528
Relative energy (zero: lowest compared OMol25 entry of this formula, charge and spin), kcal per mole: 0.0
SMILES string: Br[C@@H]1C[NH2+][C@H]1Br

Structure (ORCA input):
```
! RIJCOSX wB97M-V def2-TZVPD def2/J DEFGRID3
* xyz 1 1
Br -0.0348 1.6568 2.3005
C 0.2325 1.2651 0.3869
C -0.7988 0.2802 -0.1781
N 0.1892 -0.8345 -0.0440
C 1.2864 0.1688 0.1711
Br 2.3472 0.3641 -1.4667
H 0.3757 2.2084 -0.1351
H -1.7095 0.1443 0.4045
H -1.0477 0.4710 -1.2227
H 0.0158 -1.4270 0.7772
H 0.3055 -1.4444 -0.8641
H 1.9570 -0.0615 1.0009
*
```

(17)
C3H6BrClO | ωB97M-V/def2-TZVPD

## Properties
LUMO level, eV: 0.6
Gap between HOMO and LUMO, eV: 9.4
Calculated total energy, Ha: -3227.309785
Relative energy (zero: lowest compared OMol25 entry of this formula, charge and spin), kcal per mole: 6.0
SMILES string: C/C(Cl)=C/O.Br

Structure (ORCA input):
```
! RIJCOSX wB97M-V def2-TZVPD def2/J DEFGRID3
* xyz 0 1
C -1.0222 1.0693 -0.6120
C 0.0140 0.2513 -1.1028
Cl 0.7041 0.5802 -2.7509
C 0.4616 -0.7943 -0.4858
O 1.3547 -1.6431 -0.9633
H -2.0603 0.9499 -0.9181
H -0.9355 0.9098 0.4586
H -0.8178 2.1734 -0.6045
H -0.1438 -1.1939 0.2763
H 1.7523 -1.2052 -1.7449
Br -2.1029 -2.8637 1.0507
H -1.7077 -3.9686 1.7609
*
```

(18)
C3H6BrClO | ωB97M-V/def2-TZVPD

## Properties
LUMO level, eV: 0.4
Gap between HOMO and LUMO, eV: 9.2
Calculated total energy, Ha: -3227.312136
Relative energy (zero: lowest compared OMol25 entry of this formula, charge and spin), kcal per mole: 4.5
SMILES string: C/C(Cl)=C/O.Br

Structure (ORCA input):
```
! RIJCOSX wB97M-V def2-TZVPD def2/J DEFGRID3
* xyz 0 1
C -0.2993 0.9218 -0.3213
C 0.7346 -0.0646 0.0792
Cl 2.3122 0.3288 0.8107
C 0.5174 -1.3841 -0.0372
O 1.4949 -2.3053 0.2030
H 0.0086 1.2633 -1.3277
H -1.2094 0.3586 -0.4099
H -0.5751 1.7002 0.4098
H -0.4456 -1.6990 -0.1953
H 2.2764 -1.7479 0.1474
Br -0.5820 -0.6169 -3.4290
H -1.6551 -0.1166 -2.5673
*
```